This record from the Open Molecules 2025 dataset describes one molecule with the formula C5H10O at a distorted geometry. The level of theory is ωB97M-V/def2-TZVPD.

```
! RIJCOSX wB97M-V def2-TZVPD def2/J DEFGRID3
* xyz 0 1
C -1.214 1.828 -1.325
C -0.924 1.004 -0.104
O 0.218 0.261 -0.358
C 0.724 -0.446 0.730
C 0.383 -1.880 0.933
C 1.740 -1.378 0.290
H -2.108 2.428 -1.159
H -1.374 1.221 -2.221
H -0.386 2.505 -1.540
H -0.769 1.617 0.796
H -1.755 0.329 0.123
H 0.903 0.119 1.653
H 0.160 -2.290 1.923
H -0.180 -2.365 0.147
H 2.640 -1.331 0.867
H 1.943 -1.621 -0.755
*
```

Results
Highest occupied orbital energy = -9.446 eV
Max |F| = 2.03 eV Å⁻¹
SMILES string = CCOC1CC1
Gap between HOMO and LUMO = 10.684 eV



This record from the Open Molecules 2025 dataset describes one molecule with the formula C5H10O. The level of theory is ωB97M-V/def2-TZVPD.

```
! RIJCOSX wB97M-V def2-TZVPD def2/J DEFGRID3
* xyz 0 1
C -1.284 0.664 -0.810
C -0.487 -0.350 0.029
C -1.083 -0.456 1.441
C 0.923 0.283 0.071
O 1.031 1.319 0.694
C 2.129 -0.292 -0.698
H -0.900 0.715 -1.836
H -1.140 1.647 -0.352
H -2.355 0.436 -0.840
H -0.517 -1.340 -0.448
H -0.985 0.509 1.945
H -0.591 -1.219 2.058
H -2.149 -0.709 1.395
H 2.793 -0.892 -0.058
H 1.905 -0.896 -1.589
H 2.711 0.582 -1.000
*
```

Results
Highest occupied orbital energy = -9.598 eV
Max |F| = 0.74 eV Å⁻¹
SMILES string = CC(=O)C(C)C
Gap between HOMO and LUMO = 10.616 eV



This record from the Open Molecules 2025 dataset describes C5H10O as an isolated structure at a distorted geometry. The level of theory is ωB97M-V/def2-TZVPD.

```
! RIJCOSX wB97M-V def2-TZVPD def2/J DEFGRID3
* xyz 0 1
O -1.655 -0.184 0.952
C -1.228 -0.354 -0.334
C 0.014 -1.059 -0.575
C 0.901 -1.475 0.364
C 1.338 1.260 0.357
C 0.250 1.820 -0.178
H -2.620 -0.179 0.963
H -1.837 0.073 -1.131
H -1.147 -1.699 -0.643
H 0.277 -1.043 -1.630
H 1.783 -2.019 0.052
H 0.651 -1.480 1.420
H 1.446 1.122 1.430
H 2.205 0.995 -0.241
H -0.568 2.184 0.438
H 0.190 2.041 -1.243
*
```

Results
Highest occupied orbital energy = -7.248 eV
Max |F| = 2.30 eV Å⁻¹
Gap between HOMO and LUMO = 7.880 eV



This record from the Open Molecules 2025 dataset describes a 2-piece molecular cluster, C5H10O overall. The level of theory is ωB97M-V/def2-TZVPD.

```
! RIJCOSX wB97M-V def2-TZVPD def2/J DEFGRID3
* xyz 0 1
C -0.377 1.059 -1.758
C -0.139 -0.192 -1.391
C 0.997 -0.605 -0.489
C 0.339 -0.696 0.861
C 0.294 0.301 1.746
O -0.350 -1.866 0.983
H 0.316 1.867 -1.528
H -1.296 1.334 -2.269
H -1.356 1.954 0.127
H -0.871 -0.971 -1.595
H 1.430 -1.572 -0.773
H 1.794 0.145 -0.482
H 0.881 1.200 1.596
H -0.313 0.241 2.645
H -1.155 1.692 0.795
H -0.901 -1.816 1.775
*
```

Results
Highest occupied orbital energy = -8.832 eV
Max |F| = 0.51 eV Å⁻¹
SMILES string = C=CCC(=C)O.[H][H]
Gap between HOMO and LUMO = 9.761 eV



This record from the Open Molecules 2025 dataset describes one molecule with the formula C5H10O. The level of theory is ωB97M-V/def2-TZVPD.

```
! RIJCOSX wB97M-V def2-TZVPD def2/J DEFGRID3
* xyz 0 1
C 1.703 -0.210 0.621
C 0.744 0.642 -0.216
C -0.106 -0.188 -1.197
C -1.394 -0.485 -0.398
C -1.190 0.319 0.899
O -0.217 1.301 0.598
H 2.246 0.416 1.337
H 2.429 -0.705 -0.032
H 1.192 -0.997 1.190
H 1.309 1.432 -0.723
H -0.335 0.401 -2.092
H 0.412 -1.094 -1.523
H -1.519 -1.551 -0.188
H -2.283 -0.149 -0.940
H -0.813 -0.337 1.694
H -2.083 0.826 1.270
*
```

Results
Highest occupied orbital energy = -9.698 eV
Max |F| = 0.32 eV Å⁻¹
SMILES string = C[C@H]1CCCO1
Gap between HOMO and LUMO = 10.792 eV



This record from the Open Molecules 2025 dataset describes one molecule with the formula C5H10O at a distorted geometry. The level of theory is ωB97M-V/def2-TZVPD.

```
! RIJCOSX wB97M-V def2-TZVPD def2/J DEFGRID3
* xyz 0 1
C -0.447 1.428 1.239
O 0.843 1.580 1.812
C -0.369 1.062 -0.229
C 0.460 -0.199 -0.481
C -0.346 -1.459 -0.657
C 0.153 -2.642 -0.975
H -0.924 0.663 1.854
H -1.050 2.340 1.360
H 1.207 2.437 1.569
H 0.179 1.858 -0.738
H -1.338 0.924 -0.702
H 0.992 -0.089 -1.434
H 1.277 -0.262 0.229
H -1.426 -1.346 -0.722
H -0.436 -3.515 -1.230
H 1.225 -2.783 -0.895
*
```

Results
Highest occupied orbital energy = -9.447 eV
Max |F| = 1.02 eV Å⁻¹
SMILES string = C=CCCCO
Gap between HOMO and LUMO = 10.435 eV



This record from the Open Molecules 2025 dataset describes one molecule with the formula C5H10O. The level of theory is ωB97M-V/def2-TZVPD.

```
! RIJCOSX wB97M-V def2-TZVPD def2/J DEFGRID3
* xyz 0 1
O -1.219 -0.317 0.940
C -1.017 0.146 -0.488
C -0.423 -0.982 -1.193
C 0.710 -0.646 1.104
C 1.193 0.582 0.388
C -0.037 1.281 -0.247
H -1.435 -1.259 0.827
H -2.020 0.491 -0.776
H -1.119 -1.725 -1.590
H 0.380 -0.751 -1.893
H 1.083 -1.607 0.783
H 0.554 -0.564 2.179
H 1.710 1.261 1.077
H 1.890 0.278 -0.397
H -0.467 2.001 0.456
H 0.214 1.810 -1.171
*
```

Results
Highest occupied orbital energy (spin up / spin down) = -6.724 / -6.708 eV
Max |F| = 0.30 eV Å⁻¹
Gap between HOMO and LUMO (spin up / spin down) = 7.218 / 7.191 eV



This record from the Open Molecules 2025 dataset describes one molecule with the formula C5H10O at a distorted geometry. The level of theory is ωB97M-V/def2-TZVPD.

```
! RIJCOSX wB97M-V def2-TZVPD def2/J DEFGRID3
* xyz 0 1
O 1.997 -0.236 -0.738
C 0.687 0.323 -0.766
C 0.406 0.998 0.624
C -0.806 0.224 1.207
C -0.928 -1.120 0.407
C -0.371 -0.689 -1.015
H 2.571 0.528 -0.586
H 0.613 0.613 -1.936
H 1.273 0.902 1.303
H 0.195 2.060 0.512
H -1.718 0.825 1.093
H -0.693 0.044 2.289
H -0.330 -1.887 0.900
H -1.976 -1.460 0.413
H 0.290 -0.810 -2.112
H -1.210 -0.316 -1.592
*
```

Results
Highest occupied orbital energy = -9.616 eV
Max |F| = 4.24 eV Å⁻¹
SMILES string = OC1CCCC1
Gap between HOMO and LUMO = 10.607 eV